96
Properties=species:S:1:pos:R:3:mulliken_spin:R:1 method="wB97M-V/def2-TZVPD" max_force_ev_per_a=2.8 lumo_energy_ev="-0.62 / -1.69" multiplicity=3 homo_energy_ha="-0.2553 / -0.2559" de_lowest_kj_mol=329.2 orbital_gap_ev="6.322 / 5.277"
C 4.466 1.601 0.702 0.009
H -3.384 3.584 3.570 -0.001
H -3.769 3.169 5.223 0.000
C -1.818 -1.545 -4.834 -0.003
H -0.419 0.109 4.144 -0.006
H -2.812 3.832 0.043 0.000
H -4.268 -4.575 -0.192 0.000
C -0.479 0.447 -4.355 -0.001
H 1.634 3.799 -0.346 -0.002
C -3.865 -1.917 0.694 0.000
C -0.576 3.329 -0.206 0.007
C 2.738 -3.280 -0.989 -0.024
C -2.273 1.892 4.382 0.042
H 3.403 0.965 -2.533 0.000
H 0.768 -2.004 -5.614 0.000
O 1.623 -0.356 -2.058 0.050
C 0.479 -1.012 -1.757 0.052
N 4.025 0.750 -0.463 0.041
C -1.746 1.568 5.797 0.009
C 4.131 -2.577 0.832 -0.002
H 5.286 -2.317 -1.441 -0.001
H -2.958 -0.096 4.249 -0.001
H 3.036 2.409 -1.473 0.001
H -0.374 0.604 -5.424 0.000
H -2.190 -3.052 2.276 0.001
C -2.961 3.238 4.517 0.016
C 0.712 -1.707 -4.592 0.000
H -4.747 -2.331 1.182 0.000
H 3.943 -1.462 -2.390 -0.001
C 4.457 -1.579 -1.388 -0.007
C 0.479 -1.298 -0.379 -0.365
H 5.709 0.069 -1.638 -0.002
O 1.521 1.458 0.307 0.258
H -1.671 1.622 -1.094 0.000
C -2.380 -3.744 1.467 -0.002
H -1.883 -2.611 -4.654 0.000
H 0.603 4.688 -1.481 0.000
Se 1.891 -0.661 2.273 0.211
C -3.500 -3.978 -0.685 -0.001
C -0.342 0.774 3.344 -0.094
H -2.223 3.970 4.859 -0.003
H -1.672 5.013 0.788 0.000
C -0.643 -1.305 -2.565 -0.007
H 3.417 -4.075 -1.196 -0.001
H 1.030 -2.619 -4.096 0.000
H -2.219 2.259 6.538 0.000
H -0.718 1.898 5.910 0.000
H -4.215 -1.355 -0.167 0.000
H 5.378 2.200 0.413 0.003
C -1.253 1.807 3.292 0.065
H -2.528 -2.144 -2.569 0.001
H -1.876 4.949 -0.969 0.000
H 4.628 -1.751 1.263 -0.003
H 4.769 0.898 1.471 -0.005
C -1.770 -1.820 -1.866 0.006
C -0.623 -1.811 0.196 0.065
H -2.141 3.272 2.032 0.005
H 2.044 -3.640 -0.240 0.001
H 5.699 -0.618 0.003 0.000
H 0.585 5.110 0.201 -0.001
C -3.392 0.835 4.052 0.021
N 3.471 -2.114 -0.442 0.086
H -2.790 -4.581 -1.186 0.000
C 0.657 4.241 -0.470 0.009
H -1.501 -1.438 -5.821 0.000
C 0.523 0.556 2.252 0.145
H -4.100 -3.588 -1.513 0.000
H 4.650 2.038 -1.961 -0.001
Ni 2.201 -0.417 -0.131 1.191
C -0.463 2.468 1.103 0.164
C 3.740 1.570 -1.665 0.000
H 3.588 2.169 1.031 -0.005
H -3.331 -1.247 1.337 -0.002
C -1.737 -2.213 -0.536 -0.015
H -2.764 -1.030 -4.522 0.000
H -0.628 -1.860 1.276 -0.014
H 2.211 -2.912 -1.811 0.013
H 4.848 -3.418 0.664 0.001
C 5.026 -0.288 -0.848 0.003
H 0.308 0.894 -3.844 0.001
C 0.589 1.485 1.131 0.057
H -4.135 0.892 4.870 0.001
H -1.772 0.555 6.245 0.000
H -3.158 -4.342 1.911 0.000
C -1.344 2.553 2.104 0.016
C -1.808 4.296 -0.101 -0.001
H -1.423 -4.244 1.339 -0.001
C -0.788 2.283 -1.352 0.022
H -1.029 2.769 -2.244 0.000
C -0.627 -1.036 -4.070 -0.001
H 1.483 -0.951 -4.416 0.002
H -3.947 0.945 3.149 0.001
H -1.338 1.046 -4.101 0.000
C -2.829 -2.969 0.238 -0.005
H 3.290 -2.812 1.545 0.003
H 0.160 1.823 -1.526 -0.007



99
Properties=species:S:1:pos:R:3:mulliken_charge:R:1 method="wB97M-V/def2-TZVPD" charge=+1 max_force_ev_per_a=3.1 lumo_energy_ev="-5.07 / -4.58" multiplicity=1 homo_energy_ha="-0.3791 / -0.3781" de_lowest_kj_mol=730.6 orbital_gap_ev="5.250 / 5.711"
H 0.342 -0.121 5.788 0.548
H -0.950 3.427 -5.015 0.312
H -4.811 -0.130 -5.098 0.424
C 0.296 2.073 -3.857 -0.368
H -1.620 5.033 2.727 0.488
H 0.866 -3.767 -2.097 0.472
H 0.223 -4.217 1.909 0.169
C 4.004 -1.769 2.426 -1.282
C 1.689 4.495 3.260 -0.699
C -1.965 2.402 2.370 -0.914
H -0.723 -0.541 -0.896 -0.565
C -0.852 -1.283 -4.168 -0.057
C -1.163 4.007 -1.957 -1.471
H 2.932 1.443 3.821 0.438
C -0.813 -0.199 0.163 1.023
C -2.504 -2.948 -0.029 -0.939
O -1.709 -0.123 -3.779 -0.042
C -0.461 2.442 -5.108 -1.011
H 0.088 -0.252 -5.830 0.215
H -3.999 0.711 0.722 0.251
H 0.913 2.895 -3.474 0.530
H 5.511 -4.196 -1.252 0.372
C -2.492 -1.583 2.617 -1.104
H 0.193 -2.785 -0.767 -0.533
H -1.273 0.800 0.025 -0.351
H 0.371 -3.947 3.652 0.531
H 0.905 1.160 -3.981 0.376
H -3.314 0.583 -5.760 0.258
H -2.364 2.192 -1.706 0.226
H -3.495 -3.402 0.148 0.413
H 2.647 4.980 3.472 0.482
H -2.379 2.676 1.385 0.294
C -0.664 3.093 2.632 1.089
C 0.830 -3.722 2.686 -1.698
H 5.030 -1.469 2.483 0.598
H -0.734 1.130 5.078 0.283
H 3.502 2.438 2.496 0.318
H -2.358 -2.920 -1.119 0.142
C 2.981 2.455 3.463 -1.922
H 0.251 -1.901 4.442 0.196
H -2.699 2.691 3.141 0.459
H 3.466 -0.841 2.360 -0.369
C -3.722 -0.249 -5.153 -1.316
H -1.153 0.747 -3.097 0.358
O -0.620 1.740 -2.712 -0.097
C -1.731 2.702 -2.455 -0.154
N 0.577 0.931 2.629 1.531
H -3.442 -1.113 -3.145 0.173
H 5.875 -2.719 0.756 0.386
H 0.471 -4.524 -0.545 0.337
C 0.530 2.364 2.844 -1.107
H -4.845 -0.801 1.059 0.376
C 0.501 0.064 3.653 0.932
S 3.054 0.878 0.467 -0.439
H -1.420 -2.192 -3.916 0.401
H 0.030 -1.192 -3.515 0.085
Si -2.367 -1.230 0.769 0.684
H -3.503 -1.215 -5.638 0.337
C 4.916 0.958 2.638 0.342
H -2.226 -0.704 3.220 0.227
C 0.262 0.655 5.020 -1.707
Al 1.089 0.057 0.967 -0.682
H -1.830 -2.411 2.907 0.249
C 4.644 -3.763 -0.718 -0.857
C -4.039 -0.355 0.449 -1.158
H -2.279 2.827 -3.406 0.440
H -2.012 4.674 -1.781 0.438
H -1.836 1.311 2.400 -0.506
H -4.367 -0.420 -0.599 0.274
H -1.408 -1.174 -6.257 0.260
C 0.546 -1.354 3.533 -1.039
H 0.115 -2.033 -5.893 0.467
H 1.008 1.438 5.224 0.261
C 2.243 -3.362 -0.503 0.252
H 3.658 -2.262 3.345 0.166
H -0.505 4.481 -2.707 0.379
N 1.461 -1.826 1.310 1.858
H -3.503 0.684 -3.198 0.233
N 5.862 0.781 3.331 -0.502
C 0.860 -3.612 -1.013 -0.729
H 1.814 -4.218 2.671 0.398
H -1.763 -3.644 0.396 0.226
H -0.625 3.879 -1.001 0.248
H -1.214 1.681 -5.391 0.029
C -0.501 -1.166 -5.629 -1.195
C 0.510 5.196 3.105 -0.833
H -3.521 -1.871 2.891 0.567
C 4.860 -2.994 0.429 -0.964
H 0.511 6.284 3.249 0.400
C -0.669 4.498 2.797 -0.778
H 0.268 2.509 -5.920 0.460
H 3.157 -4.598 -2.030 0.473
C 2.479 -2.605 0.668 -0.529
H 3.576 3.085 4.148 0.500
C 0.925 -2.223 2.493 1.102
C 3.775 -2.525 1.174 1.787
C 3.332 -3.952 -1.165 -0.887
C 1.675 3.094 3.213 1.232
C -3.185 -0.220 -3.741 0.032